(1)
Below is C38H55Cl5N2O4P2PdSe as an isolated structure, with properties calculated with ωB97M-V with the def2-TZVPD basis set.

Cartesian coordinates (Å):
Pd (0.3238, -0.0527, -0.3401)
Cl (3.8522, -0.4863, 0.0865)
C (3.0476, -1.9559, -0.4785)
C (1.6610, -1.9950, -0.5623)
C (1.1831, -3.2535, -0.9392)
Cl (-0.5422, -3.5014, -1.0172)
C (1.9850, -4.3469, -1.2607)
Cl (1.3045, -5.8690, -1.7538)
C (3.3689, -4.2233, -1.1910)
Cl (4.3990, -5.5580, -1.5983)
C (3.9079, -3.0106, -0.7827)
Cl (5.6402, -2.8603, -0.6732)
C (-1.9233, 5.7295, 0.1677)
C (-1.9894, 4.7686, 1.3723)
C (-1.3215, 3.4216, 1.0639)
C (-0.0748, 3.6359, 0.2039)
C (-0.5095, 4.1474, -1.1843)
C (-1.8214, 4.9440, -1.1353)
P (0.9360, 2.0697, 0.0767)
C (1.8342, 2.0798, 1.7255)
C (2.2495, 3.4199, 2.3823)
C (1.4359, 3.7282, 3.6370)
C (1.6282, 2.6476, 4.7115)
C (1.8143, 1.2505, 4.0932)
C (1.1290, 1.1603, 2.7348)
C (2.3310, 2.6248, -1.0487)
C (2.0397, 2.2799, -2.5130)
C (3.3307, 2.2855, -3.3481)
C (4.3425, 3.3272, -2.8420)
C (3.6053, 4.5038, -2.2122)
C (2.9060, 4.0514, -0.9214)
H (-1.0407, 6.3735, 0.2568)
H (-2.7916, 6.3942, 0.1585)
H (-3.0306, 4.6011, 1.6644)
H (-1.4936, 5.2337, 2.2316)
H (-1.9997, 2.7617, 0.5176)
H (-1.0919, 2.8965, 1.9922)
H (0.5294, 4.4206, 0.6760)
H (-0.6221, 3.3076, -1.8731)
H (0.2790, 4.7834, -1.5999)
H (-2.6702, 4.2635, -1.2050)
H (-1.8881, 5.6084, -2.0019)
H (2.7509, 1.5500, 1.4582)
H (2.1719, 4.2520, 1.6833)
H (3.3094, 3.3713, 2.6635)
H (0.3785, 3.8042, 3.3678)
H (1.7192, 4.7062, 4.0386)
H (0.7620, 2.6437, 5.3800)
H (2.4947, 2.8987, 5.3324)
H (1.4288, 0.4854, 4.7721)
H (2.8801, 1.0360, 3.9577)
H (0.0700, 1.4138, 2.8425)
H (1.1471, 0.1448, 2.3341)
H (3.1132, 1.9284, -0.7427)
H (1.3145, 2.9839, -2.9320)
H (1.5729, 1.2916, -2.5412)
H (3.0851, 2.4957, -4.3946)
H (3.7828, 1.2907, -3.3246)
H (4.9965, 3.6542, -3.6555)
H (4.9913, 2.8772, -2.0831)
H (2.8639, 4.8813, -2.9258)
H (4.2852, 5.3350, -2.0006)
H (2.1383, 4.7813, -0.6539)
H (3.6374, 4.0646, -0.1071)
C (-1.9765, -0.2712, 2.7722)
C (-3.1127, -1.2578, 3.0444)
C (-4.3516, -0.5187, 3.5492)
C (-2.6555, -2.2961, 4.0626)
O (-3.4677, -2.0262, 1.8895)
P (-3.5274, -1.3467, 0.4023)
O (-4.5399, -0.2419, 0.4070)
O (-2.1264, -1.1304, -0.0527)
O (-4.1864, -2.6765, -0.2687)
C (-4.4658, -2.9016, -1.6523)
C (-3.6738, -2.0008, -2.5883)
C (-4.1242, -4.3627, -1.9156)
C (-5.9628, -2.6523, -1.8391)
H (-1.6575, 0.1752, 3.7197)
H (-2.2903, 0.5237, 2.0931)
H (-1.1319, -0.7749, 2.3012)
H (-4.0905, 0.1260, 4.3942)
H (-5.1112, -1.2347, 3.8738)
H (-4.7646, 0.0828, 2.7398)
H (-2.4057, -1.8187, 5.0144)
H (-1.7762, -2.8199, 3.6854)
H (-3.4499, -3.0265, 4.2292)
H (-2.6022, -2.1076, -2.4244)
H (-3.9361, -0.9605, -2.4107)
H (-3.9197, -2.2484, -3.6254)
H (-3.0557, -4.5298, -1.7789)
H (-4.3980, -4.6402, -2.9375)
H (-4.6684, -5.0021, -1.2174)
H (-6.1985, -1.6409, -1.5039)
H (-6.5391, -3.3591, -1.2375)
H (-6.2511, -2.7604, -2.8889)
Se (-5.1177, 1.6065, -1.9848)
N (-3.3921, 1.3420, -1.7864)
C (-2.8387, 1.5131, -2.9669)
C (-1.4655, 1.2275, -3.2468)
C (-1.0170, 1.4120, -4.5111)
C (-1.8788, 1.8860, -5.5612)
C (-3.1941, 2.1308, -5.3482)
C (-3.7254, 1.9313, -4.0317)
N (-4.9946, 2.0893, -3.6971)
H (-0.8223, 0.8123, -2.4670)
H (0.0150, 1.1796, -4.7455)
H (-1.4617, 2.0236, -6.5523)
H (-3.8589, 2.4537, -6.1391)

Output
- Net charge: -2
- LUMO energy: 3.9268 eV
- E_tot: -7404.635045 a.u.
- Strongest force on any atom: 0.57 eV/Å

***

(2)
Below is a 12-piece molecular cluster, C38H56Cl10N5O14 overall, with properties calculated with ωB97M-V with the def2-TZVPD basis set.

Cartesian coordinates (Å):
C (-2.0237, 1.3110, -2.4600)
C (-0.9895, 1.7364, -1.3058)
N (0.2066, 0.9981, -1.5201)
C (1.0719, 1.0248, -2.5590)
C (2.1355, 0.2145, -2.2557)
N (1.8987, -0.3664, -0.9476)
C (0.6961, 0.1876, -0.5973)
C (2.6057, -1.4662, -0.2306)
H (-2.2644, 0.2766, -2.2147)
H (-1.6284, 1.4529, -3.4658)
H (-2.9073, 1.9239, -2.2816)
H (-1.4777, 1.5433, -0.3505)
H (-0.7921, 2.8065, -1.3686)
H (0.9192, 1.6286, -3.4413)
H (2.9953, -0.0633, -2.8472)
H (0.2575, 0.0359, 0.3779)
H (3.5909, -1.2121, 0.1604)
H (2.8798, -2.2039, -0.9847)
H (2.1165, -1.9188, 0.6319)
C (0.0138, -11.4081, -4.3478)
C (-0.4176, -10.2572, -3.7646)
C (0.5244, -9.1651, -3.3780)
O (0.2098, -8.0524, -2.8001)
C (1.8670, -9.2696, -3.6567)
C (2.4329, -10.4705, -4.3088)
C (1.4148, -11.6165, -4.7283)
O (1.8113, -12.6277, -5.3281)
O (3.6642, -10.7061, -4.4940)
O (-1.6832, -10.2989, -3.4901)
H (-0.6561, -12.2290, -4.5571)
H (2.4932, -8.4398, -3.3641)
C (-3.7033, -4.2687, 5.8973)
C (-3.8944, -4.9897, 4.7455)
C (-4.1055, -6.5336, 4.7365)
O (-4.2717, -7.2512, 3.7016)
C (-4.4093, -7.1684, 5.9026)
C (-4.1319, -6.4666, 7.1798)
C (-3.8293, -4.9216, 7.1480)
O (-3.6966, -4.3693, 8.2505)
O (-4.0767, -6.9638, 8.3562)
O (-3.7847, -4.3651, 3.6250)
H (-3.5789, -3.1973, 5.9519)
H (-4.6254, -8.2211, 6.0092)
C (-7.9456, -4.6998, -3.8935)
O (-8.9818, -4.5427, -4.5389)
O (-8.0631, -5.4204, -2.8874)
O (-6.7958, -4.3588, -4.0447)
Cl (4.2331, 0.4561, 10.0282)
C (2.4915, 0.1397, 9.7481)
C (2.1361, -0.7619, 8.6008)
Cl (2.3882, 0.1398, 7.1439)
H (1.9618, 1.0907, 9.6928)
H (2.0797, -0.3574, 10.6265)
H (1.1109, -1.1317, 8.6193)
H (2.8230, -1.6049, 8.5262)
Cl (-8.4944, 2.3710, 2.1418)
C (-9.6612, 1.4599, 3.1441)
C (-9.2346, 0.0109, 3.3323)
Cl (-10.5345, -0.5361, 4.5120)
H (-10.6719, 1.6959, 2.8112)
H (-9.6556, 1.9517, 4.1168)
H (-8.2923, -0.1431, 3.8580)
H (-9.2713, -0.6217, 2.4454)
Cl (2.7102, -8.6828, 5.2079)
C (2.1063, -9.6304, 3.9401)
C (1.1473, -10.6568, 4.5142)
Cl (2.1734, -11.9633, 5.1915)
H (2.8840, -10.2437, 3.4850)
H (1.6494, -8.9467, 3.2246)
H (0.7777, -11.1825, 3.6338)
H (0.2553, -10.4979, 5.1201)
Cl (6.3892, 2.5661, -8.4406)
C (6.0465, 3.6836, -9.8404)
C (5.0842, 4.9074, -9.4885)
Cl (5.8507, 5.9642, -8.3167)
H (5.6766, 3.1521, -10.7172)
H (7.0463, 4.0091, -10.1278)
H (4.1592, 4.5535, -9.0333)
H (4.7790, 5.4574, -10.3787)
Cl (-9.3971, 4.0624, -7.6916)
C (-9.0767, 4.7315, -6.0236)
C (-9.6383, 3.8556, -4.9261)
Cl (-11.4570, 3.5628, -5.1886)
H (-9.6588, 5.6056, -5.7317)
H (-8.0072, 4.9350, -5.9686)
H (-9.6319, 4.3689, -3.9646)
H (-9.0650, 2.9429, -4.7635)
C (11.5677, -0.5291, -1.2571)
O (10.8278, 0.0250, -0.4382)
N (12.7426, 0.0233, -1.5754)
C (13.5939, -0.7224, -2.5172)
C (13.4379, 1.0502, -0.7161)
H (11.4010, -1.5106, -1.7273)
H (14.0715, -0.0216, -3.2019)
H (13.1038, -1.5377, -3.0494)
H (14.3464, -1.3033, -1.9838)
H (14.3052, 1.4049, -1.2730)
H (12.8360, 1.9027, -0.4015)
H (13.8754, 0.5928, 0.1713)
C (-1.3514, 6.1494, 6.2167)
O (-2.2048, 5.6482, 5.5053)
N (-1.6064, 7.1963, 7.0125)
C (-0.6794, 7.3306, 8.1756)
C (-2.9427, 7.9551, 7.1197)
H (-0.3309, 5.7819, 6.4057)
H (-0.4246, 8.3643, 8.4095)
H (0.2325, 6.7416, 8.2735)
H (-1.1803, 6.9959, 9.0840)
H (-2.7275, 9.0162, 7.2459)
H (-3.3808, 7.9385, 6.1218)
H (-3.5812, 7.5456, 7.9025)
C (-0.2696, 9.0702, -5.2284)
O (0.5515, 8.3226, -4.7077)
N (-0.2317, 10.4224, -5.3586)
C (-1.3971, 11.2233, -5.5518)
C (0.8976, 11.2270, -4.9224)
H (-1.2460, 8.7034, -5.5810)
H (-1.8561, 11.6648, -4.6672)
H (-2.2216, 10.6488, -5.9741)
H (-1.1804, 12.0916, -6.1739)
H (0.9550, 11.5606, -3.8862)
H (1.8153, 10.6682, -5.1055)
H (0.9680, 12.0163, -5.6708)

Output
- Net charge: -5
- LUMO energy: 4.7155 eV
- E_tot: -7409.874469 a.u.
- Strongest force on any atom: 5.98 eV/Å

***

(3)
Below is C38H56KNO3SSe as an isolated structure, with properties calculated with ωB97M-V with the def2-TZVPD basis set.

Cartesian coordinates (Å):
K (-0.3167, -0.5848, -0.1853)
C (6.7237, 2.7033, 2.1658)
C (6.7739, 2.2230, 0.7161)
C (7.8044, 1.0878, 0.6339)
C (7.2568, 3.3876, -0.1577)
C (5.4152, 1.7237, 0.2361)
C (4.2649, 1.7469, 1.0176)
C (3.0753, 1.2049, 0.5700)
Se (1.5075, 1.2151, 1.6627)
C (1.8069, -0.4199, 2.6363)
C (3.0433, -0.6879, 3.1895)
C (3.2963, -1.8608, 3.8889)
C (2.2281, -2.7601, 4.0001)
C (0.9675, -2.5388, 3.4666)
C (0.6988, -1.3128, 2.7491)
O (-0.4301, -1.0450, 2.2206)
C (-0.1645, -3.5452, 3.6567)
C (0.2608, -4.7480, 4.5001)
C (-1.3338, -2.8570, 4.3759)
C (-0.6424, -4.0765, 2.2989)
C (4.6348, -2.1536, 4.5683)
C (5.6385, -1.0193, 4.3600)
C (4.4266, -2.3315, 6.0789)
C (5.2610, -3.4362, 4.0093)
C (2.9512, 0.5643, -0.7132)
O (1.9075, -0.0990, -1.0097)
C (4.0962, 0.7066, -1.5828)
C (5.2708, 1.2173, -1.0550)
C (4.1079, 0.2558, -3.0500)
C (2.7158, 0.1385, -3.6844)
C (4.8190, -1.0987, -3.1658)
C (4.8818, 1.2771, -3.8996)
H (7.7188, 3.0272, 2.4824)
H (6.3960, 1.9096, 2.8376)
H (6.0413, 3.5446, 2.2872)
H (8.7867, 1.4292, 0.9733)
H (7.9079, 0.7222, -0.3875)
H (7.4960, 0.2475, 1.2574)
H (8.2381, 3.7397, 0.1739)
H (6.5544, 4.2203, -0.1089)
H (7.3401, 3.0880, -1.2022)
H (4.2781, 2.1802, 2.0099)
H (3.8204, 0.0548, 3.0634)
H (2.3973, -3.6786, 4.5541)
H (0.5585, -4.4549, 5.5092)
H (1.0902, -5.2952, 4.0459)
H (-0.5852, -5.4344, 4.5860)
H (-1.0230, -2.5348, 5.3730)
H (-2.1709, -3.5535, 4.4848)
H (-1.6636, -1.9885, 3.8111)
H (0.1662, -4.6013, 1.7872)
H (-0.9716, -3.2633, 1.6616)
H (-1.4670, -4.7827, 2.4417)
H (5.2715, -0.0798, 4.7742)
H (5.8444, -0.8543, 3.3015)
H (6.5826, -1.2628, 4.8558)
H (3.9792, -1.4346, 6.5093)
H (5.3788, -2.5241, 6.5835)
H (3.7577, -3.1659, 6.2901)
H (5.5006, -3.3148, 2.9527)
H (4.5791, -4.2824, 4.1022)
H (6.1836, -3.6821, 4.5437)
H (6.1452, 1.2278, -1.7003)
H (2.1405, -0.6800, -3.2710)
H (2.8418, -0.0137, -4.7625)
H (2.1297, 1.0430, -3.5309)
H (4.2809, -1.8566, -2.5963)
H (5.8386, -1.0393, -2.7779)
H (4.8646, -1.4278, -4.2089)
H (4.4257, 2.2646, -3.8202)
H (4.8549, 0.9696, -4.9480)
H (5.9295, 1.3681, -3.6102)
C (-3.1110, -1.2695, -2.5210)
C (-3.3391, 0.1592, -2.1367)
C (-4.3998, 0.9748, -2.5030)
C (-4.1530, 2.2245, -1.8711)
C (-2.9629, 2.0604, -1.1764)
C (-2.2367, 3.0694, -0.3425)
N (-2.4605, 0.8100, -1.3313)
H (-3.8814, -1.6054, -3.2217)
H (-3.1402, -1.9494, -1.6626)
H (-2.1414, -1.4220, -3.0049)
H (-5.2327, 0.7007, -3.1380)
H (-4.7530, 3.1248, -1.9145)
H (-2.7933, 4.0105, -0.3037)
H (-1.2407, 3.2893, -0.7383)
H (-2.0916, 2.7263, 0.6855)
O (0.4855, -2.7638, -0.9456)
S (1.9419, -2.9143, -1.3149)
C (2.2063, -4.7019, -1.4288)
C (2.5760, -5.1903, -0.0359)
C (3.5557, -4.1434, 0.4871)
C (2.9068, -2.7893, 0.2184)
H (3.0211, -4.8723, -2.1374)
H (1.2800, -5.0995, -1.8397)
H (2.9954, -6.1993, -0.0466)
H (1.6855, -5.2011, 0.5945)
H (4.5046, -4.2287, -0.0545)
H (3.7688, -4.2501, 1.5489)
H (3.5838, -1.9408, 0.1453)
H (2.1571, -2.5518, 0.9796)

Output
- Net charge: -2
- LUMO energy: 3.9315 eV
- E_tot: -5161.710068 a.u.
- Strongest force on any atom: 1.40 eV/Å

***

(4)
Below is a 2-piece molecular cluster, C38H57BrN3O3Si overall, with properties calculated with ωB97M-V with the def2-TZVPD basis set.

Cartesian coordinates (Å):
C (-4.7779, 0.0880, 4.2541)
C (-3.6244, 0.7194, 3.4658)
C (-3.3990, 0.0070, 2.1308)
C (-2.9289, -1.4556, 2.3299)
C (-2.5284, 0.7036, 1.1273)
N (-1.5329, 1.5915, 1.2251)
C (-0.9985, 2.1653, 2.4532)
C (-1.7226, 3.4507, 2.9424)
C (-2.4112, 4.2534, 1.8557)
C (-1.8447, 5.4683, 1.4667)
C (-2.4297, 6.2831, 0.4998)
C (-3.6238, 5.8654, -0.0837)
C (-4.1889, 4.6484, 0.2841)
C (-3.6044, 3.8393, 1.2510)
C (-1.0299, 1.9028, -0.0399)
C (0.0884, 2.8968, -0.1709)
C (0.7137, 3.0555, -1.5551)
C (1.5573, 1.8559, -1.9794)
C (2.8644, 1.7282, -1.1561)
C (2.9588, 0.3503, -0.4863)
C (3.0493, -0.7890, -1.5119)
C (4.5131, -1.0706, -1.9686)
C (4.7254, -0.9059, -3.4963)
Si (5.4666, -2.4526, -4.2900)
C (6.3411, -1.9013, -5.8738)
C (6.7413, -3.3024, -3.1935)
C (4.0796, -3.6481, -4.7444)
C (2.9143, -3.2009, -5.3798)
C (1.8933, -4.0886, -5.7051)
C (2.0060, -5.4446, -5.4226)
C (3.1597, -5.8994, -4.7949)
C (4.1839, -5.0129, -4.4644)
C (-1.7642, 1.1609, -0.9083)
Br (-1.6577, 1.0252, -2.7649)
N (-2.6716, 0.4294, -0.1719)
N (-3.6026, -0.5092, -0.6325)
C (-4.3527, -0.0998, -1.5995)
C (-4.8264, 1.3148, -1.7789)
C (-4.7859, -1.1396, -2.5847)
H (-4.7488, 0.5156, 5.2520)
H (-4.5946, -0.9770, 4.3378)
H (-5.7430, 0.3066, 3.8006)
H (-3.8474, 1.7721, 3.3176)
H (-2.7310, 0.5870, 4.0784)
H (-4.3793, -0.0658, 1.6565)
H (-2.3257, -1.8088, 1.4981)
H (-2.4482, -1.5974, 3.2961)
H (-3.8143, -2.0876, 2.3302)
H (-1.0483, 1.4207, 3.2406)
H (0.0488, 2.4046, 2.3239)
H (-0.9499, 4.0933, 3.3615)
H (-2.3995, 3.2375, 3.7650)
H (-0.9240, 5.8130, 1.9232)
H (-1.9900, 7.2305, 0.2293)
H (-4.0864, 6.5125, -0.8155)
H (-5.1204, 4.3611, -0.1877)
H (-4.0530, 2.9061, 1.5602)
H (-0.2835, 3.8635, 0.1645)
H (0.8881, 2.5504, 0.4871)
H (1.3790, 3.9201, -1.5022)
H (-0.0509, 3.3284, -2.2803)
H (0.9856, 0.9446, -1.7984)
H (1.7748, 1.8822, -3.0452)
H (3.7317, 1.9232, -1.7848)
H (2.8301, 2.4701, -0.3549)
H (3.8491, 0.3319, 0.1427)
H (2.0525, 0.1881, 0.1048)
H (2.6024, -1.6888, -1.0893)
H (2.4775, -0.5614, -2.4114)
H (5.1345, -0.3361, -1.4589)
H (4.7696, -2.0712, -1.6248)
H (5.3991, -0.0641, -3.6669)
H (3.7938, -0.6857, -4.0203)
H (5.7103, -1.1899, -6.4078)
H (7.2572, -1.3905, -5.5743)
H (6.5715, -2.7501, -6.5125)
H (6.2756, -4.0684, -2.5761)
H (7.2003, -2.5559, -2.5445)
H (7.5296, -3.7433, -3.8013)
H (2.8122, -2.1513, -5.6279)
H (1.0149, -3.7141, -6.2163)
H (1.2246, -6.1392, -5.6943)
H (3.2642, -6.9551, -4.5830)
H (5.0731, -5.4160, -3.9965)
H (-4.0751, 2.0206, -1.4333)
H (-5.7615, 1.4616, -1.2407)
H (-5.0007, 1.4949, -2.8363)
H (-5.3991, -1.9094, -2.1161)
H (-5.2956, -0.7051, -3.4374)
H (-3.8885, -1.6454, -2.9337)
C (1.0665, -0.9382, 7.0096)
C (-0.1524, -1.7873, 7.2632)
C (-0.2239, -3.0634, 6.4584)
O (-1.6382, -3.2855, 6.3755)
C (-2.2436, -2.0786, 6.4593)
O (-3.3963, -1.8846, 6.2400)
O (-1.3556, -1.1205, 6.8256)
H (1.9573, -1.4145, 7.4173)
H (1.2143, -0.7778, 5.9399)
H (0.9513, 0.0427, 7.4697)
H (-0.2584, -1.9878, 8.3323)
H (0.2702, -3.9042, 6.9381)
H (0.1676, -2.9455, 5.4448)

Output
- Net charge: +1
- LUMO energy: -2.4751 eV
- E_tot: -4735.472688 a.u.
- Strongest force on any atom: 1.81 eV/Å